# 1
{
  "formula": "C9H21O2P",
  "method": "ωB97M-V/def2-TZVPD",
  "elements": ["C", "C", "C", "C", "C", "C", "C", "C", "C", "O", "O", "P", "H", "H", "H", "H", "H", "H", "H", "H", "H", "H", "H", "H", "H", "H", "H", "H", "H", "H", "H", "H", "H"],
  "positions_angstrom": [[-1.539, -0.054, -1.923], [-1.895, 0.416, 2.842], [-0.389, 3.280, 0.521], [0.026, -2.701, -1.325], [1.694, -1.005, -2.145], [1.678, -1.791, 0.287], [-0.879, -0.343, 1.997], [0.887, 2.704, -0.091], [0.862, -1.502, -0.956], [-1.393, -0.383, 0.626], [1.113, 1.369, 0.188], [-0.446, -0.229, -0.631], [-1.298, 0.245, -2.876], [-2.584, 0.305, -1.816], [-1.366, 0.883, 3.539], [-2.454, 1.146, 2.389], [-2.608, -0.338, 3.169], [-0.198, 3.193, 1.627], [-0.864, 4.214, 0.222], [-1.113, 2.581, 0.415], [-0.439, -3.090, -0.528], [-0.882, -2.533, -2.005], [0.577, -3.639, -1.778], [2.160, -1.783, -2.557], [2.374, -0.108, -1.845], [1.166, -0.592, -2.931], [2.395, -2.582, 0.306], [2.298, -0.976, 0.691], [1.103, -1.840, 1.159], [-0.606, -1.276, 2.411], [0.139, 0.306, 2.088], [1.653, 3.480, 0.123], [0.830, 2.642, -1.193]],
  "lumo_ev": [0.24, 0.24],
  "homo_lumo_gap_ev": [8.12, 8.12],
  "total_charge": 0
}


# 2
{
  "formula": "C58H58BClNO23P",
  "method": "ωB97M-V/def2-TZVPD",
  "elements": ["C", "C", "C", "C", "C", "C", "C", "C", "C", "B", "O", "O", "C", "C", "O", "N", "O", "O", "C", "O", "C", "C", "Cl", "C", "C", "P", "O", "O", "O", "H", "H", "H", "H", "H", "H", "H", "H", "H", "H", "H", "H", "H", "H", "H", "H", "H", "H", "H", "H", "H", "H", "H", "H", "H", "H", "H", "H", "H", "H", "C", "C", "C", "O", "C", "C", "C", "O", "H", "H", "H", "H", "C", "C", "C", "O", "C", "C", "C", "O", "H", "H", "H", "H", "C", "C", "C", "O", "C", "C", "C", "O", "H", "H", "H", "H", "C", "C", "C", "O", "C", "C", "C", "O", "H", "H", "H", "H", "C", "C", "C", "O", "C", "C", "C", "O", "H", "H", "H", "H", "C", "C", "C", "O", "C", "C", "C", "O", "H", "H", "H", "H", "C", "C", "C", "O", "C", "C", "C", "O", "H", "H", "H", "H"],
  "positions_angstrom": [[0.737, 6.535, 0.239], [0.944, 6.408, -1.346], [-0.044, 5.309, -2.041], [0.903, 4.091, -2.491], [0.150, 2.918, -3.281], [-0.272, 1.661, -2.385], [0.993, 0.933, -1.661], [0.499, -0.237, -0.682], [0.756, 0.012, 0.883], [-0.029, 1.417, 1.138], [-1.482, 1.516, 1.100], [0.641, 2.703, 1.362], [-0.152, -1.113, 1.590], [-0.288, -2.574, 0.940], [-0.600, -3.553, 2.005], [-1.978, -3.587, 2.012], [-2.286, -4.249, 2.960], [0.539, -1.413, 2.865], [1.896, -1.613, 2.479], [2.670, -2.522, 2.792], [2.163, -0.277, 1.566], [3.463, -0.659, 0.728], [4.142, 0.713, -0.318], [3.362, -1.944, -0.216], [4.876, -2.550, -0.326], [2.789, 0.892, 2.961], [3.877, 0.175, 3.797], [3.500, 2.315, 2.387], [1.535, 1.241, 4.095], [0.150, 7.475, 0.555], [0.314, 5.588, 0.734], [1.785, 6.674, 0.705], [0.896, 7.428, -1.878], [2.030, 6.047, -1.502], [-0.757, 4.969, -1.201], [-0.634, 5.780, -2.903], [1.486, 3.759, -1.570], [1.678, 4.549, -3.217], [0.717, 2.553, -4.215], [-0.832, 3.378, -3.684], [-1.090, 1.875, -1.618], [-0.690, 0.864, -3.111], [1.566, 0.430, -2.530], [1.716, 1.684, -1.207], [-0.650, -0.292, -0.807], [0.895, -1.219, -1.096], [-1.800, 1.729, 2.012], [1.122, 2.845, 0.509], [-1.198, -0.873, 1.963], [-1.204, -2.575, 0.256], [0.599, -2.919, 0.318], [4.296, -0.885, 1.496], [3.105, -1.590, -1.267], [2.723, -2.797, 0.172], [5.607, -1.723, 0.013], [5.113, -2.927, -1.373], [4.975, -3.370, 0.482], [3.174, 2.577, 1.499], [1.492, 2.230, 4.131], [4.300, 0.504, -3.868], [4.635, 1.505, -4.682], [4.924, 1.268, -6.112], [5.232, 2.180, -6.855], [4.827, -0.123, -6.605], [4.493, -1.125, -5.792], [4.203, -0.887, -4.362], [3.895, -1.801, -3.619], [4.085, 0.660, -2.817], [4.710, 2.530, -4.338], [5.042, -0.278, -7.655], [4.418, -2.149, -6.136], [0.436, -6.265, 0.453], [0.469, -7.473, 1.017], [0.400, -8.702, 0.199], [0.428, -9.806, 0.712], [0.294, -8.541, -1.267], [0.261, -7.333, -1.830], [0.331, -6.104, -1.012], [0.303, -5.000, -1.525], [0.485, -5.354, 1.036], [0.547, -7.609, 2.089], [0.245, -9.452, -1.851], [0.183, -7.197, -2.902], [-5.364, 1.617, 4.210], [-6.467, 2.344, 4.036], [-6.623, 3.233, 2.866], [-7.631, 3.898, 2.708], [-5.508, 3.284, 1.896], [-4.405, 2.557, 2.070], [-4.250, 1.668, 3.241], [-3.241, 0.998, 3.405], [-5.234, 0.962, 5.062], [-7.291, 2.318, 4.735], [-5.638, 3.939, 1.044], [-3.580, 2.583, 1.369], [-7.591, 7.944, 2.158], [-6.904, 6.801, 2.193], [-5.579, 6.724, 2.845], [-4.944, 5.682, 2.878], [-5.047, 7.960, 3.457], [-5.735, 9.102, 3.422], [-7.060, 9.180, 2.771], [-7.688, 10.221, 2.740], [-8.562, 8.019, 1.685], [-7.279, 5.888, 1.751], [-4.076, 7.886, 3.931], [-5.359, 10.016, 3.865], [9.421, 3.476, -9.672], [9.642, 4.753, -9.985], [8.776, 5.832, -9.463], [8.976, 6.997, -9.750], [7.658, 5.440, -8.580], [7.436, 4.163, -8.266], [8.303, 3.084, -8.788], [8.104, 1.918, -8.502], [10.045, 2.674, -10.046], [10.457, 5.057, -10.630], [7.034, 6.243, -8.206], [6.621, 3.859, -7.621], [3.865, -13.259, 3.628], [2.781, -13.030, 4.370], [1.661, -12.212, 3.857], [0.672, -12.001, 4.535], [1.787, -11.661, 2.491], [2.872, -11.890, 1.750], [3.992, -12.707, 2.262], [4.982, -12.919, 1.585], [4.696, -13.854, 3.987], [2.672, -13.427, 5.372], [0.957, -11.064, 2.130], [2.981, -11.494, 0.748], [-9.897, -0.672, 4.108], [-11.156, -1.020, 4.375], [-11.719, -0.880, 5.735], [-12.866, -1.199, 5.980], [-10.832, -0.338, 6.786], [-9.573, 0.010, 6.519], [-9.011, -0.130, 5.159], [-7.861, 0.190, 4.914], [-9.469, -0.768, 3.118], [-11.819, -1.418, 3.616], [-11.260, -0.242, 7.776], [-8.910, 0.408, 7.278]],
  "smiles": "CCCCCCCC[C@@]1(B(O)O)[C@@H](CON=O)OC(=O)[C@]1([C@H](Cl)CC)P(=O)(O)O.O=C1C=CC(=O)C=C1.O=C1C=CC(=O)C=C1.O=C1C=CC(=O)C=C1.O=C1C=CC(=O)C=C1.O=C1C=CC(=O)C=C1.O=C1C=CC(=O)C=C1.O=C1C=CC(=O)C=C1",
  "lumo_ev": -1.92,
  "homo_lumo_gap_ev": 8.04,
  "total_charge": 0
}


# 3
{
  "formula": "C27H51N2OP3STi",
  "method": "ωB97M-V/def2-TZVPD",
  "elements": ["Ti", "P", "P", "P", "H", "C", "C", "H", "C", "C", "C", "C", "C", "C", "C", "C", "C", "H", "H", "H", "H", "H", "H", "H", "H", "H", "H", "H", "H", "H", "H", "H", "H", "H", "H", "H", "H", "H", "H", "H", "H", "H", "H", "H", "H", "H", "C", "C", "C", "C", "C", "C", "S", "H", "H", "H", "H", "H", "H", "C", "C", "N", "C", "C", "C", "O", "C", "C", "C", "C", "N", "C", "H", "H", "H", "H", "H", "H", "H", "H", "H", "H", "H", "H", "H", "H"],
  "positions_angstrom": [[0.148, -0.699, -0.561], [-0.473, 1.393, 0.585], [-2.305, -1.381, -0.882], [2.779, 0.857, -0.835], [1.913, -2.256, -5.592], [2.592, -2.093, -4.746], [2.520, -2.886, -3.642], [1.808, -3.718, -3.566], [-0.813, 2.860, -0.436], [-1.971, 1.445, 1.634], [0.741, 1.965, 1.829], [-2.770, -2.924, -1.755], [-3.260, -1.521, 0.677], [-3.175, -0.071, -1.829], [3.975, 0.285, -2.068], [3.603, 0.523, 0.754], [2.667, 2.662, -1.116], [3.391, -1.368, -4.834], [3.310, -2.823, -2.879], [-1.311, 3.593, 0.216], [-1.495, 2.586, -1.254], [0.101, 3.296, -0.852], [-1.994, 2.455, 2.071], [-1.945, 0.722, 2.457], [-2.884, 1.283, 1.047], [0.255, 2.744, 2.437], [1.645, 2.386, 1.374], [1.040, 1.144, 2.497], [-3.649, -3.394, -1.275], [-1.920, -3.621, -1.689], [-2.991, -2.748, -2.822], [-4.127, -0.842, 0.681], [-2.617, -1.274, 1.533], [-3.603, -2.556, 0.813], [-4.154, -0.434, -2.176], [-2.574, 0.210, -2.701], [-3.321, 0.817, -1.202], [4.741, 1.063, -2.203], [3.481, 0.070, -3.024], [4.459, -0.634, -1.713], [4.658, 0.848, 0.671], [3.598, -0.556, 0.980], [3.151, 1.055, 1.604], [3.675, 3.027, -1.372], [2.289, 3.188, -0.228], [1.980, 2.831, -1.963], [-0.138, -0.816, -3.790], [-0.013, 0.458, -4.353], [-1.053, 0.910, -5.164], [-2.107, 0.062, -5.509], [-2.089, -1.275, -5.109], [-1.088, -1.724, -4.268], [0.939, -1.419, -2.548], [1.411, 0.509, -1.485], [0.903, 1.019, -4.167], [-1.048, 1.926, -5.558], [-2.936, 0.448, -6.112], [-2.866, -1.965, -5.430], [-1.034, -2.761, -3.933], [-3.034, -1.963, 6.390], [-1.728, -1.197, 6.504], [-1.021, -1.102, 5.220], [-0.203, 0.133, 5.091], [1.187, 0.039, 5.675], [-0.557, -2.323, 4.735], [-0.845, -3.391, 5.274], [0.304, -2.328, 3.495], [1.420, -3.179, 3.401], [2.118, -3.246, 2.198], [1.633, -2.546, 1.090], [0.541, -1.749, 1.192], [-0.097, -1.616, 2.385], [-3.532, -1.737, 5.444], [-3.697, -1.693, 7.219], [-2.806, -3.028, 6.453], [-1.899, -0.178, 6.863], [-1.065, -1.717, 7.221], [-0.166, 0.426, 4.037], [-0.781, 0.906, 5.609], [1.836, -0.614, 5.085], [1.640, 1.032, 5.688], [1.154, -0.329, 6.703], [1.717, -3.730, 4.291], [3.031, -3.833, 2.079], [2.092, -2.611, 0.091], [-0.974, -0.944, 2.417]],
  "lumo_ev": [-14.07, -14.06],
  "homo_lumo_gap_ev": [4.32, 4.33],
  "total_charge": 4
}


# 4
{
  "formula": "C23H30N6O",
  "method": "ωB97M-V/def2-TZVPD",
  "elements": ["C", "H", "H", "H", "C", "N", "C", "C", "C", "N", "C", "H", "H", "H", "C", "N", "C", "C", "H", "H", "C", "N", "C", "C", "C", "N", "H", "H", "N", "C", "O", "C", "C", "C", "C", "C", "C", "C", "H", "H", "H", "H", "H", "H", "H", "H", "C", "C", "H", "H", "H", "H", "H", "H", "H", "H", "H", "H", "H", "H"],
  "positions_angstrom": [[1.333, 2.114, 7.060], [1.971, 1.250, 6.891], [0.869, 2.020, 8.039], [1.949, 3.009, 7.047], [0.259, 2.206, 5.978], [0.841, 2.358, 4.673], [1.364, 1.399, 3.884], [1.864, 2.021, 2.760], [1.593, 3.391, 2.970], [0.983, 3.566, 4.131], [1.907, 4.538, 2.077], [2.984, 4.627, 1.934], [1.531, 5.454, 2.524], [1.444, 4.399, 1.101], [2.520, 1.377, 1.584], [1.593, 0.506, 0.874], [0.499, 1.261, 0.283], [-0.548, 0.302, -0.266], [-0.917, -0.323, 0.549], [-1.388, 0.855, -0.689], [0.052, -0.616, -1.334], [0.298, 0.093, -2.570], [-0.426, -0.009, -3.714], [0.163, 0.820, -4.647], [1.239, 1.392, -3.964], [1.301, 0.948, -2.724], [1.958, 2.101, -4.321], [-0.146, 0.985, -5.658], [-1.539, -0.849, -3.832], [-2.697, -0.668, -3.136], [-2.887, 0.261, -2.390], [-3.693, -1.801, -3.359], [-3.069, -3.068, -2.842], [-2.665, -4.081, -3.702], [-2.038, -5.213, -3.209], [-1.798, -5.339, -1.852], [-2.194, -4.332, -0.987], [-2.826, -3.204, -1.478], [-3.134, -2.416, -0.807], [-2.010, -4.425, 0.072], [-1.306, -6.220, -1.469], [-1.736, -5.996, -3.888], [-2.852, -3.992, -4.764], [-4.602, -1.560, -2.806], [-3.932, -1.886, -4.420], [-1.485, -1.602, -4.502], [1.325, -1.270, -0.788], [2.275, -0.255, -0.158], [3.108, -0.792, 0.305], [2.675, 0.405, -0.945], [1.842, -1.805, -1.586], [1.022, -1.991, -0.027], [-0.671, -1.404, -1.580], [0.050, 1.881, 1.062], [0.861, 1.918, -0.526], [2.932, 2.157, 0.920], [3.351, 0.754, 1.932], [1.336, 0.363, 4.154], [-0.371, 3.081, 6.150], [-0.363, 1.306, 5.984]],
  "smiles": "CCn1cc(CN2CCC(n3nccc3NC(=O)Cc3ccccc3)CC2)c(C)n1",
  "lumo_ev": 0.62,
  "homo_lumo_gap_ev": 8.79,
  "total_charge": 0
}


# 5
{
  "formula": "C2H5OPS",
  "method": "ωB97M-V/def2-TZVPD",
  "elements": ["C", "C", "O", "P", "S", "H", "H", "H", "H", "H"],
  "positions_angstrom": [[0.885, -0.533, 0.469], [1.274, -1.182, -0.715], [1.096, 0.187, 1.392], [-1.589, 1.154, 1.079], [-1.335, 0.543, -0.846], [0.806, -0.631, -1.463], [0.792, -2.233, -0.865], [2.300, -1.286, -0.863], [-2.933, 1.521, 1.024], [-1.296, 2.460, 0.787]],
  "lumo_ev": [-0.75, -1.25],
  "homo_lumo_gap_ev": [7.10, 6.38],
  "total_charge": 0
}


# 6
{
  "formula": "C3H5F5N3P3",
  "method": "ωB97M-V/def2-TZVPD",
  "elements": ["C", "C", "C", "N", "N", "N", "F", "F", "F", "F", "F", "P", "P", "P", "H", "H", "H", "H", "H"],
  "positions_angstrom": [[-0.736, 1.652, 2.103], [-0.734, 1.610, 0.774], [-1.430, 2.527, -0.168], [1.238, -0.552, 0.806], [-1.507, -1.466, -1.384], [0.818, -2.940, -0.495], [0.926, 1.049, -1.329], [1.709, -2.752, 1.898], [3.220, -2.159, 0.253], [-0.416, -3.278, -2.711], [1.063, -1.351, -2.474], [0.212, 0.226, -0.115], [1.654, -2.077, 0.502], [-0.163, -2.207, -1.589], [-0.204, 0.887, 2.643], [-1.183, 2.506, 2.397], [-1.938, 1.888, -0.905], [-1.972, 3.339, 0.446], [-0.557, 3.096, -0.653]],
  "lumo_ev": [-2.46, -2.52],
  "homo_lumo_gap_ev": [7.80, 7.78],
  "total_charge": 0
}


# 7
{
  "formula": "C6H12O",
  "method": "ωB97M-V/def2-TZVPD",
  "elements": ["C", "C", "C", "O", "C", "C", "C", "H", "H", "H", "H", "H", "H", "H", "H", "H", "H", "H", "H"],
  "positions_angstrom": [[1.043, -0.599, 1.818], [0.638, 0.678, 1.158], [1.446, 0.076, -1.003], [0.342, -0.818, -1.024], [-0.650, 0.134, -0.881], [-1.960, -0.351, -1.441], [-0.684, 0.763, 0.581], [2.042, -0.545, 2.262], [1.016, -1.432, 1.091], [0.343, -0.875, 2.620], [1.158, 1.589, 1.437], [1.787, 0.177, -2.046], [2.286, -0.274, -0.384], [0.599, 1.045, -1.053], [-1.908, -0.405, -2.532], [-2.792, 0.300, -1.154], [-2.202, -1.363, -1.088], [-1.395, 0.133, 1.142], [-1.110, 1.767, 0.498]],
  "lumo_ev": [0.42, 0.72],
  "homo_lumo_gap_ev": [7.69, 7.89],
  "total_charge": 0
}


# 8
{
  "formula": "C22H38O3P2SZn",
  "method": "ωB97M-V/def2-TZVPD",
  "elements": ["P", "P", "C", "C", "H", "H", "H", "H", "C", "H", "H", "H", "C", "H", "H", "H", "C", "H", "H", "H", "C", "H", "H", "H", "Zn", "C", "C", "C", "C", "C", "C", "C", "C", "C", "H", "H", "H", "H", "H", "H", "H", "H", "H", "H", "H", "H", "H", "H", "H", "C", "C", "C", "C", "C", "C", "C", "S", "O", "O", "O", "H", "H", "H", "H", "H", "H", "H"],
  "positions_angstrom": [[-0.095, -1.215, -5.173], [-2.051, -3.012, -3.424], [-0.767, -2.790, -5.939], [-2.074, -3.241, -5.285], [0.017, -3.552, -5.821], [-0.911, -2.604, -7.013], [-2.927, -2.656, -5.660], [-2.267, -4.303, -5.488], [-1.554, -4.724, -2.950], [-1.685, -4.827, -1.865], [-0.495, -4.875, -3.195], [-2.168, -5.472, -3.468], [-3.858, -3.171, -3.129], [-4.269, -4.071, -3.604], [-4.356, -2.279, -3.526], [-4.023, -3.218, -2.046], [1.609, -1.312, -5.855], [2.118, -0.367, -5.631], [1.604, -1.482, -6.939], [2.138, -2.129, -5.351], [-0.796, -0.012, -6.383], [-1.877, 0.075, -6.222], [-0.595, -0.326, -7.416], [-0.330, 0.964, -6.196], [0.628, 1.422, 1.059], [-1.239, 0.087, 0.445], [-0.255, -0.837, 0.619], [0.552, -1.478, -0.464], [1.875, -0.751, -0.827], [1.798, 0.745, -0.832], [0.726, 1.484, -1.263], [-0.528, 0.931, -1.876], [-1.679, 0.640, -0.876], [1.800, 2.895, 1.528], [-1.946, 0.275, 1.259], [-0.135, -1.320, 1.597], [-0.042, -1.639, -1.375], [0.835, -2.477, -0.097], [2.634, -1.048, -0.086], [2.230, -1.138, -1.798], [2.751, 1.250, -0.627], [0.832, 2.574, -1.361], [-0.324, 0.030, -2.473], [-0.911, 1.682, -2.586], [-2.215, 1.583, -0.686], [-2.409, -0.032, -1.360], [1.270, 3.599, 2.172], [2.134, 3.391, 0.605], [2.671, 2.534, 2.082], [1.232, 3.964, 9.603], [1.117, 3.168, 8.350], [2.301, 2.768, 7.715], [2.243, 2.235, 6.444], [0.993, 2.293, 5.795], [-0.206, 2.343, 6.530], [-0.144, 2.868, 7.804], [0.629, 0.595, 3.845], [0.894, 2.313, 4.459], [1.932, 0.355, 3.194], [-0.387, 1.066, 2.811], [1.798, 3.393, 10.355], [1.778, 4.900, 9.392], [0.232, 4.208, 9.984], [3.271, 2.916, 8.191], [3.055, 1.716, 5.943], [-1.113, 1.992, 6.045], [-1.068, 3.099, 8.340]],
  "lumo_ev": -0.20,
  "homo_lumo_gap_ev": 7.05,
  "total_charge": 0
}